# 1
Formula: C46H63BBr2N6O6PS
Source: the OMol25 dataset
Level of theory: the ωB97M-V functional and the def2-TZVPD basis

XYZ file:
```
126
C46H63BBr2N6O6PS the ωB97M-V functional and the def2-TZVPD basis
C 2.335 -3.337 -0.623
C 3.094 -2.492 -0.970
N 4.063 -1.509 -1.275
C 5.209 -2.033 -2.101
C 5.335 -3.534 -2.209
O 6.168 -3.679 -3.387
C 5.913 -4.816 -4.080
O 5.797 -4.825 -5.261
C 4.495 -0.796 -0.001
C 5.486 -1.457 0.963
Br 5.176 -3.375 1.299
C 7.012 -1.196 0.776
C 7.453 0.076 0.053
Br 8.015 -2.678 -0.069
C 3.243 -0.048 0.563
C 2.579 -0.963 1.601
O 2.685 -0.320 2.890
C 1.962 -0.995 3.859
C 2.753 -1.878 4.771
O 0.778 -0.883 3.934
B 3.760 1.256 1.415
O 5.129 1.251 1.667
C 3.019 2.534 1.940
C 1.536 2.582 2.321
C 2.429 0.325 -0.745
C 0.954 0.013 -0.854
C -0.070 0.444 0.211
C -1.343 -0.412 0.022
C -2.416 0.225 -0.905
C -3.525 0.855 -0.072
O 2.795 1.730 -0.982
C 1.868 2.606 -1.119
N 1.062 3.401 -1.321
C 3.211 -0.432 -1.973
S 4.244 0.727 -2.961
P 1.980 -1.106 -3.336
C 1.901 0.235 -4.593
C 2.751 -2.494 -4.290
C 2.080 -3.846 -3.956
H 1.710 -4.141 -0.325
H 5.123 -1.659 -3.109
H 6.125 -1.593 -1.731
H 5.848 -3.998 -1.376
H 4.386 -4.016 -2.404
H 5.852 -5.746 -3.500
H 5.064 0.025 -0.423
H 5.234 -1.069 1.935
H 7.437 -1.171 1.768
H 7.415 0.920 0.724
H 8.489 -0.046 -0.235
H 6.910 0.289 -0.858
H 1.561 -1.249 1.370
H 3.104 -1.908 1.690
H 3.815 -1.699 4.663
H 2.439 -1.670 5.786
H 2.520 -2.916 4.566
H 5.264 1.294 2.623
H 3.197 3.299 1.179
H 3.588 2.897 2.794
H 0.897 2.830 1.487
H 1.164 1.690 2.804
H 1.385 3.393 3.027
H 0.573 0.439 -1.781
H 0.864 -1.055 -0.985
H 0.251 0.335 1.237
H -0.355 1.473 0.033
H -1.779 -0.522 1.012
H -1.089 -1.425 -0.286
H -2.825 -0.561 -1.528
H -1.936 0.983 -1.512
H -3.880 0.143 0.665
H -4.354 1.113 -0.716
H -3.143 1.740 0.426
H 5.288 0.955 -2.141
H 2.769 0.291 -5.239
H 1.636 1.190 -4.155
H 1.057 -0.077 -5.203
H 3.832 -2.564 -4.282
H 2.490 -2.273 -5.320
H 1.293 -3.712 -3.224
H 1.626 -4.264 -4.845
H 2.781 -4.575 -3.564
N -0.745 2.266 6.034
C -1.524 3.324 6.257
C -2.396 3.849 5.315
C -2.462 3.246 4.070
C -1.656 2.147 3.823
C -0.821 1.696 4.832
H -1.441 3.769 7.242
H -3.006 4.709 5.554
H -3.130 3.624 3.306
H -1.675 1.643 2.868
H -0.182 0.835 4.670
N -6.888 0.928 0.131
C -7.405 1.417 1.259
C -8.626 2.067 1.327
C -9.358 2.223 0.160
C -8.836 1.724 -1.021
C -7.604 1.089 -0.980
H -6.802 1.276 2.151
H -8.994 2.442 2.272
H -10.317 2.724 0.173
H -9.371 1.823 -1.956
H -7.162 0.683 -1.885
N -5.756 -2.608 2.411
C -6.204 -3.758 2.913
C -7.520 -4.183 2.810
C -8.425 -3.367 2.151
C -7.977 -2.167 1.623
C -6.640 -1.835 1.778
H -5.466 -4.367 3.424
H -7.825 -5.128 3.237
H -9.462 -3.662 2.050
H -8.648 -1.498 1.101
H -6.255 -0.906 1.379
N -3.321 2.693 -2.917
C -2.149 3.324 -2.970
C -1.895 4.414 -3.787
C -2.914 4.875 -4.604
C -4.140 4.231 -4.564
C -4.290 3.153 -3.706
H -1.374 2.942 -2.318
H -0.922 4.887 -3.778
H -2.757 5.723 -5.258
H -4.964 4.557 -5.183
H -5.237 2.626 -3.642
```

The total charge is +1. The spin multiplicity is 1. The energy comes out at -8482.5877 Eh. The frontier orbital gap comes out at 0.2995 hartree. The value obtained for the HOMO energy is -0.3936 hartree.

# 2
Formula: C28H27Cl3N3O3RuS2
Source: the OMol25 dataset
Level of theory: the ωB97M-V functional and the def2-TZVPD basis

XYZ file:
```
67
C28H27Cl3N3O3RuS2 the ωB97M-V functional and the def2-TZVPD basis
Ru -0.517 1.306 0.246
C -1.673 -1.806 2.723
C -1.972 -1.467 1.292
N -2.741 -0.479 1.007
N -3.356 -0.536 -0.204
C -3.393 0.486 -0.984
S -2.417 1.916 -0.852
S -4.513 0.437 -2.367
C -3.559 -0.682 -3.469
C -2.647 0.063 -4.405
C -1.390 0.479 -3.982
C -0.563 1.210 -4.822
C -0.988 1.534 -6.103
C -2.239 1.121 -6.536
C -3.064 0.391 -5.690
C -1.436 -2.305 0.215
C -1.553 -3.682 0.193
C -1.084 -4.406 -0.897
C -0.431 -3.762 -1.969
C -0.231 -2.413 -1.945
C -0.713 -1.648 -0.841
O -0.382 -0.413 -0.752
H -2.394 -2.554 3.064
H -1.793 -0.941 3.369
H -0.676 -2.236 2.843
H -4.312 -1.251 -4.012
H -3.023 -1.364 -2.811
H -1.059 0.245 -2.977
H 0.413 1.532 -4.478
H -0.348 2.111 -6.759
H -2.575 1.366 -7.535
H -4.043 0.072 -6.032
H -2.062 -4.189 1.004
H -1.238 -5.477 -0.932
H -0.070 -4.344 -2.807
H 0.301 -1.899 -2.734
Cl 1.140 5.657 5.797
C 0.724 4.905 4.292
C 0.110 3.669 4.294
C -0.196 3.105 3.070
Cl -1.030 1.565 2.994
C 0.067 3.708 1.851
O -0.274 3.160 0.675
C 0.680 4.958 1.896
Cl 1.037 5.759 0.409
C 1.008 5.554 3.100
H -0.131 3.166 5.221
H 1.484 6.525 3.105
O 1.579 1.071 0.495
C 2.281 0.442 1.327
C 3.770 0.399 1.151
C 4.319 -1.029 0.857
C 3.350 -2.182 1.139
C 2.999 -2.355 2.617
C 2.557 -1.040 3.268
N 1.761 -0.203 2.364
H 4.220 0.809 2.059
H 4.011 1.080 0.341
H 5.236 -1.176 1.430
H 4.598 -1.072 -0.195
H 3.789 -3.109 0.768
H 2.433 -2.032 0.559
H 3.868 -2.726 3.165
H 2.214 -3.110 2.719
H 3.425 -0.465 3.584
H 1.956 -1.214 4.158
H 0.754 -0.233 2.428
```

The total charge is +1. The spin multiplicity is 5. The energy comes out at -3744.7328 Eh. The frontier orbital gap (spin up / spin down) comes out at 0.2903 / 0.1743 hartree. The value obtained for the HOMO energy (spin up / spin down) is -0.4027 / -0.4005 hartree. Its relative energy (zero: lowest compared OMol25 entry of this formula, charge and spin) is 0.0 kcal per mole. Its expectation value of S² is 6.053.

# 3
Formula: C11H15N
Source: the OMol25 dataset
Level of theory: the ωB97M-V functional and the def2-TZVPD basis

XYZ file:
```
27
C11H15N the ωB97M-V functional and the def2-TZVPD basis
C 1.758 -1.564 3.622
C 1.038 -1.423 2.320
C -0.297 -1.753 2.240
N -0.786 -1.532 0.982
C 0.236 -1.032 0.202
C 0.209 -0.554 -1.099
C 1.265 0.247 -1.533
C 2.387 0.468 -0.733
C 2.426 -0.033 0.547
C 1.351 -0.779 1.044
H 2.177 -0.581 3.842
H 2.525 -2.349 3.488
H 1.208 -2.045 4.428
H -0.905 -2.167 3.032
H -1.674 -1.843 0.632
H -0.488 -0.670 -1.917
H 1.239 0.777 -2.490
H 3.274 1.020 -1.057
H 3.264 -0.031 1.251
C -2.010 2.083 -1.789
C -3.007 1.866 -2.972
H -1.270 1.294 -1.841
H -1.618 3.114 -1.746
H -2.598 1.735 -0.910
H -3.796 2.583 -2.806
H -3.446 0.893 -2.922
H -2.462 2.278 -3.814
```

The total charge is 0. The spin multiplicity is 1. The energy comes out at -482.8679 Eh. The frontier orbital gap comes out at 0.3154 hartree. Its SMILES is Cc1c[nH]c2ccccc12.CC. The value obtained for the HOMO energy is -0.2834 hartree. Its relative energy (zero: lowest compared OMol25 entry of this formula, charge and spin) is 29.6 kcal per mole.

# 4
Formula: C5H6O
Source: the OMol25 dataset
Level of theory: the ωB97M-V functional and the def2-TZVPD basis

XYZ file:
```
12
C5H6O the ωB97M-V functional and the def2-TZVPD basis
C -0.384 0.150 1.225
C 0.798 0.567 0.309
O 1.284 -0.804 0.417
C -0.037 -1.166 0.558
C -0.561 -0.428 -1.287
C 0.189 0.631 -1.092
H -0.097 0.169 2.283
H -1.367 0.585 1.062
H 1.537 1.320 0.593
H -0.547 -1.756 -0.220
H -1.158 -0.723 -2.154
H 0.367 1.463 -1.760
```

The total charge is 0. The spin multiplicity is 1. The energy comes out at -269.1528 Eh. The frontier orbital gap comes out at 0.3514 hartree. The value obtained for the HOMO energy is -0.3099 hartree. Its relative energy (zero: lowest compared OMol25 entry of this formula, charge and spin) is 121.4 kcal per mole.

# 5
Formula: C52H90O26
Source: the OMol25 dataset
Level of theory: the ωB97M-V functional and the def2-TZVPD basis

XYZ file:
```
168
C52H90O26 the ωB97M-V functional and the def2-TZVPD basis
O 4.299 2.808 28.827
C 3.594 2.859 27.841
O 2.267 2.748 27.982
C 1.580 2.658 26.719
C 2.705 3.113 25.645
C 3.983 2.790 26.408
H 0.720 3.284 26.657
H 1.310 1.618 26.481
H 2.685 4.168 25.398
H 2.697 2.482 24.764
H 4.902 3.298 26.188
H 4.307 1.732 26.162
O 3.496 -1.634 31.052
C 2.517 -0.980 31.189
O 1.795 -0.918 32.373
C 0.925 0.232 32.301
C 0.617 0.498 30.823
C 1.953 0.032 30.174
H 1.403 1.092 32.745
H 0.002 0.012 32.854
H 0.328 1.533 30.618
H -0.226 -0.111 30.478
H 2.695 0.834 30.056
H 1.731 -0.388 29.203
O 0.065 -0.452 27.121
C -1.033 -0.190 26.755
O -1.563 -0.956 25.770
C -2.932 -0.526 25.509
C -3.076 0.875 26.098
C -2.091 0.793 27.273
H -3.615 -1.208 26.048
H -3.048 -0.662 24.435
H -4.095 1.063 26.379
H -2.703 1.671 25.458
H -2.472 0.285 28.146
H -1.652 1.811 27.453
O -1.725 4.132 26.056
C -1.456 4.923 25.176
O -2.322 5.041 24.158
C -1.894 5.888 23.108
C -0.730 6.725 23.764
C -0.337 5.901 24.997
H -2.729 6.510 22.780
H -1.643 5.289 22.203
H -1.135 7.697 24.046
H 0.058 6.871 23.042
H -0.101 6.428 25.896
H 0.548 5.358 24.744
O 2.674 3.076 32.291
C 3.738 2.522 32.400
O 3.846 1.249 32.699
C 5.211 0.743 32.643
C 5.966 1.867 31.848
C 5.124 3.121 32.122
H 5.262 -0.283 32.273
H 5.566 0.763 33.655
H 6.073 1.717 30.786
H 7.006 2.002 32.255
H 4.909 3.838 31.304
H 5.467 3.651 33.032
O 2.748 5.779 27.506
C 1.946 5.446 28.347
O 0.689 5.191 27.882
C -0.129 4.656 28.861
C 0.512 5.084 30.237
C 1.959 5.197 29.851
H -0.166 3.532 28.810
H -1.128 5.061 28.755
H 0.341 4.331 30.978
H 0.065 6.022 30.574
H 2.505 4.227 29.916
H 2.605 5.925 30.337
O 3.373 5.054 23.102
C 3.525 6.090 23.673
O 2.497 6.905 24.025
C 2.945 7.910 24.856
C 4.409 7.599 25.228
C 4.821 6.775 24.038
H 2.278 8.020 25.709
H 2.900 8.853 24.329
H 4.523 6.965 26.123
H 5.041 8.502 25.334
H 5.665 6.094 24.268
H 5.207 7.490 23.270
O 0.107 0.355 21.006
C -1.017 0.644 21.441
O -1.202 1.374 22.524
C -0.040 1.848 23.189
C 0.461 3.138 22.583
C -2.301 0.164 20.770
H 0.732 1.088 23.170
H -0.362 1.880 24.236
H 0.726 2.929 21.554
H 1.299 3.554 23.119
H -0.341 3.880 22.623
H -2.009 -0.767 20.248
H -2.681 0.963 20.114
H -3.001 -0.132 21.557
O 4.945 2.221 19.310
C 4.655 1.670 20.344
O 5.235 0.529 20.697
C 6.444 0.178 20.000
C 7.615 0.914 20.586
C 3.719 2.137 21.425
H 6.346 0.444 18.926
H 6.519 -0.914 20.104
H 8.488 0.830 19.943
H 7.930 0.627 21.594
H 7.313 2.001 20.556
H 3.876 3.202 21.650
H 3.861 1.612 22.352
H 2.679 2.057 21.165
O 2.450 0.035 24.665
C 2.565 -1.052 25.101
O 2.228 -2.158 24.457
C 1.902 -2.060 23.053
C 3.077 -2.128 22.165
C 3.170 -1.330 26.433
H 1.321 -1.166 22.899
H 1.242 -2.925 23.056
H 3.629 -3.044 22.360
H 3.697 -1.263 22.435
H 2.752 -2.109 21.160
H 3.521 -2.367 26.487
H 2.411 -1.106 27.167
H 4.021 -0.647 26.677
O 8.149 -0.098 24.089
C 7.089 0.316 24.585
O 7.009 1.057 25.710
C 8.222 1.079 26.504
C 8.083 2.071 27.609
C 5.742 0.011 23.970
H 9.111 1.278 25.883
H 8.442 0.063 26.899
H 8.110 3.137 27.347
H 8.785 1.886 28.446
H 7.155 2.002 28.174
H 5.287 -0.871 24.419
H 5.768 -0.068 22.870
H 5.025 0.817 24.146
O 6.481 5.292 26.317
C 6.803 5.768 27.406
O 7.770 6.647 27.499
C 8.373 6.930 26.208
C 9.499 7.924 26.512
C 6.070 5.653 28.732
H 7.584 7.345 25.593
H 8.707 5.991 25.820
H 9.951 8.563 25.774
H 10.290 7.470 27.088
H 9.033 8.664 27.185
H 6.803 5.874 29.529
H 5.593 4.678 28.884
H 5.245 6.375 28.749
O 7.911 -0.517 30.094
C 7.147 -1.295 29.503
O 7.006 -2.528 29.959
C 7.821 -3.045 31.081
C 7.106 -2.708 32.327
C 6.294 -1.109 28.311
H 8.855 -2.625 31.051
H 7.867 -4.122 31.018
H 7.013 -1.642 32.455
H 7.535 -3.128 33.246
H 6.066 -3.077 32.245
H 6.503 -0.154 27.795
H 5.251 -1.076 28.637
H 6.419 -1.952 27.565
```

The total charge is 0. The spin multiplicity is 1. The energy comes out at -3991.7861 Eh. The frontier orbital gap comes out at 0.3832 hartree. The value obtained for the HOMO energy is -0.3642 hartree. Its relative energy (zero: lowest compared OMol25 entry of this formula, charge and spin) is 0.0 kcal per mole.